The following is a DFT calculation (ωB97M-V with the def2-TZVPD basis set) of a cluster of 7 separate species, C16H26Cl12F13O4PS2 in total at a distorted geometry.

Values from the calculation:
HOMO (eV): -8.60
Frontier orbital gap (eV): 6.9900
Spin multiplicity: 1
SMILES: CO[C@@H](CCC(F)(F)C(F)(F)C(F)(F)C(F)(F)S(F)(F)(F)(F)F)COCP(O)(O)=S.ClCCl.ClCCl.ClCCl.ClCCl.ClCCl.ClCCl
LUMO level (eV): -1.61

Positions of all 74 atoms, in Å:
C: -3.084969 0.928489 -1.601783
O: -2.180314 0.038070 -2.301417
C: -1.512370 -0.874001 -1.413984
C: -0.363254 -0.130729 -0.582830
C: 0.587319 0.743022 -1.520877
C: 2.110778 0.755618 -1.127588
F: 2.585664 -0.591262 -1.231582
F: 2.843409 1.465963 -2.122860
C: 2.471549 1.256264 0.336073
F: 1.878646 0.527502 1.373352
F: 3.872748 1.005733 0.482676
C: 2.349569 2.863563 0.533466
F: 3.569137 3.350176 -0.029163
F: 1.361655 3.444778 -0.263850
C: 2.387762 3.342800 2.047700
F: 3.194073 2.534155 2.877441
F: 3.058349 4.594424 2.042644
S: 0.753976 3.623479 2.904784
F: 1.137803 2.398864 3.992752
F: 1.530909 4.697631 3.942209
F: 0.350626 4.918099 1.960590
F: -0.077142 2.531769 1.991175
F: -0.635690 3.893608 3.761322
C: -2.474125 -1.716440 -0.462752
O: -2.237393 -3.163777 -0.560896
C: -2.728298 -3.701970 0.695804
P: -3.247206 -5.513629 0.586117
O: -2.278167 -6.400060 1.658681
O: -3.261718 -6.139042 -0.987631
S: -5.086206 -5.628227 1.244751
H: -2.765157 1.201926 -0.546158
H: -3.290713 1.877383 -2.232346
H: -4.091710 0.369953 -1.509474
H: -0.966009 -1.634122 -2.081660
H: -0.845265 0.601094 0.163499
H: 0.212160 -0.870716 0.074356
H: 0.104514 1.766922 -1.632435
H: 0.529043 0.272055 -2.568182
H: -2.221932 -1.439125 0.624932
H: -3.583335 -1.569647 -0.653448
H: -1.911425 -3.572047 1.484466
H: -3.656803 -3.102654 0.970511
H: -2.783996 -7.185218 1.956393
H: -2.395043 -6.012654 -1.432561
Cl: -0.105297 -6.301802 -0.777530
C: 0.319416 -7.854528 -1.510505
Cl: -0.988329 -9.028651 -1.327387
H: 0.512763 -7.703323 -2.570672
H: 1.212540 -8.240991 -1.023637
Cl: 6.543205 4.283315 -3.314330
C: 5.926733 4.522523 -1.675265
Cl: 7.246443 4.662200 -0.508173
H: 5.334304 5.435046 -1.649962
H: 5.306198 3.672133 -1.403973
Cl: -5.559000 4.040597 0.114039
C: -4.787071 4.926284 -1.204637
Cl: -3.652431 3.892996 -2.086659
H: -5.553853 5.278305 -1.891994
H: -4.244579 5.774311 -0.791519
Cl: -6.389849 -1.241529 -0.901880
C: -7.113086 0.143109 -1.731207
Cl: -5.930111 1.433894 -1.979651
H: -7.488915 -0.182354 -2.699158
H: -7.932897 0.526936 -1.127210
Cl: 7.641298 1.855599 4.323896
C: 7.009717 2.331607 2.742832
Cl: 7.700269 1.342014 1.451801
H: 5.928372 2.207625 2.742518
H: 7.261726 3.374621 2.561128
Cl: 1.064192 -3.280099 0.274625
C: 2.640720 -2.945003 1.002571
Cl: 2.579289 -3.100345 2.762058
H: 3.368279 -3.652734 0.610238
H: 2.938502 -1.929773 0.747430

Cartesian forces (eV/Å) of the 3 atoms listed first:
C -1.329 -0.671 -0.249
O 0.316 0.100 1.337
C 1.071 -0.866 -0.124

Here are the Mulliken charges for atoms 1 to 4, given in e:
1 C 0.36
2 O -0.53
3 C 0.26
4 C 0.07

=====

The following is a DFT calculation (ωB97M-V with the def2-TZVPD basis set) of a cluster of 7 separate species, C27H41NO11 in total at a distorted geometry.

Values from the calculation:
Energy above the lowest of the compared OMol25 structures with the same formula, charge and spin (kcal/mol): 33.33
HOMO (eV): -7.92
Frontier orbital gap (eV): 8.4411
Spin multiplicity: 1
SMILES: c1cc[nH]c1.O=C1CCCO1.O=C1CCCO1.O=C1CCCO1.O=C1CCCO1.O=C1CCCO1.CC(C)=O
LUMO level (eV): 0.52

Positions of all 80 atoms, in Å:
C: 2.932200 -0.695404 5.363737
C: 4.198042 -0.067900 5.049688
C: 3.881632 0.965379 4.120536
N: 2.547628 0.832378 3.763700
C: 1.994715 -0.155684 4.478888
H: 2.828712 -1.451228 6.128212
H: 5.129504 -0.234108 5.570411
H: 4.538126 1.743683 3.760467
H: 2.087494 1.394639 3.062093
H: 0.948851 -0.402184 4.370270
O: -1.631595 1.366897 4.241120
C: -2.476222 0.822630 3.566578
C: -3.189661 -0.467264 3.757193
C: -4.073233 -0.457720 2.512858
C: -3.540634 0.446018 1.486606
O: -2.686269 1.301304 2.288490
H: -2.453855 -1.271183 3.737243
H: -3.794725 -0.507153 4.662959
H: -4.119524 -1.493359 2.176114
H: -5.131483 -0.377244 2.761303
H: -2.836165 -0.046466 0.816312
H: -4.150347 1.114820 0.879109
O: 2.066958 -4.307041 1.277757
C: 2.879986 -3.411964 1.174390
C: 3.739239 -2.835469 2.234700
C: 4.605420 -1.850128 1.519334
C: 3.936889 -1.576502 0.140579
O: 3.013120 -2.665778 0.048717
H: 3.113434 -2.331223 2.971043
H: 4.360704 -3.648086 2.610904
H: 4.766227 -1.025321 2.213557
H: 5.586879 -2.314294 1.422381
H: 3.366543 -0.648049 0.168659
H: 4.639915 -1.647160 -0.689389
O: -1.560475 4.699639 -3.612081
C: -0.671975 4.275014 -2.849006
C: 0.688244 4.988143 -2.625062
C: 1.421004 3.846259 -2.018727
C: 0.329047 2.875184 -1.424123
O: -0.842244 3.193294 -2.054392
H: 1.155123 5.392917 -3.522987
H: 0.454906 5.721195 -1.852870
H: 2.052765 3.304051 -2.722288
H: 2.087287 4.117263 -1.199747
H: 0.637020 1.866533 -1.699551
H: 0.215600 3.010307 -0.348493
O: 2.362563 -0.066731 -2.164626
C: 1.723039 -0.916201 -2.869953
C: 1.716511 -2.446151 -2.859114
C: 0.973501 -2.785025 -4.086243
C: 0.115405 -1.564481 -4.457421
O: 0.920412 -0.523644 -3.894763
H: 2.760730 -2.756873 -2.824916
H: 1.250371 -2.813486 -1.944849
H: 1.708848 -2.924572 -4.878637
H: 0.416642 -3.721214 -4.046711
H: 0.074489 -1.390746 -5.532717
H: -0.856913 -1.557816 -3.964834
O: -3.080517 -1.239125 -1.764800
C: -3.655932 -0.198321 -2.008560
C: -5.165156 0.031880 -2.191920
C: -5.192287 1.507874 -2.402343
C: -3.900332 1.888983 -2.943690
O: -3.009133 0.930182 -2.348834
H: -5.560428 -0.552326 -3.022927
H: -5.700672 -0.252951 -1.286275
H: -5.988166 1.796826 -3.088768
H: -5.276413 2.048505 -1.459606
H: -3.923046 2.029150 -4.024399
H: -3.653073 2.882583 -2.569898
C: -0.491266 -2.023799 -0.129295
C: -0.224288 -1.086551 1.038158
C: 0.107666 0.368309 0.791448
O: -0.310136 -1.484822 2.211831
H: 0.258489 -2.791379 -0.321090
H: -0.519628 -1.401670 -1.023860
H: -1.479984 -2.455823 0.025274
H: -0.777497 0.858922 0.386608
H: 1.004150 0.418832 0.173503
H: 0.327243 0.802026 1.767035

Cartesian forces (eV/Å) of the 3 atoms listed first:
C 0.872 0.580 -1.417
C -2.117 1.784 -0.647
C 0.724 -1.712 0.932

Here are the Mulliken charges for atoms 1 to 4, given in e:
1 C -0.62
2 C -0.21
3 C -0.79
4 N 0.20

=====

The following is a DFT calculation (ωB97M-V with the def2-TZVPD basis set) of a structure of composition CHBr2NO2 at a distorted geometry.

Values from the calculation:
Energy above the lowest of the compared OMol25 structures with the same formula, charge and spin (kcal/mol): 3.66
HOMO (eV): -10.67
Frontier orbital gap (eV): 10.7059
Spin multiplicity: 1
LUMO level (eV): 0.04

Positions of all 7 atoms, in Å:
C: -0.118518 0.009900 0.712471
N: 0.358071 -0.080795 -0.951986
O: 1.525479 -0.415618 -0.965997
O: -0.397818 0.144866 -1.825680
Br: -1.576907 -1.186072 0.861699
Br: -0.653273 1.811472 1.113332
H: 0.862965 -0.283751 1.056160

Cartesian forces (eV/Å) of the 3 atoms listed first:
C -0.284 0.545 -2.767
N 0.642 -0.057 3.407
O -0.340 0.122 -0.895

Here are the Mulliken charges for atoms 1 to 4, given in e:
1 C -0.25
2 N 0.82
3 O -0.54
4 O -0.46

=====

The following is a DFT calculation (ωB97M-V with the def2-TZVPD basis set) of an isolated molecule of C2H2F3OP at a distorted geometry.

Values from the calculation:
Energy above the lowest of the compared OMol25 structures with the same formula, charge and spin (kcal/mol): 11.31
HOMO (eV): -10.16
Frontier orbital gap (eV): 10.2408
Spin multiplicity: 1
SMILES: O=C(P)C(F)(F)F
LUMO level (eV): 0.08

Positions of all 9 atoms, in Å:
O: 0.019813 -1.867660 0.107691
C: -0.027673 -0.705601 -0.044343
P: -1.544642 0.047573 -0.674755
C: 1.163896 0.218091 0.069676
F: 0.960909 1.322402 -0.739056
F: 1.096524 0.689751 1.347977
F: 2.358542 -0.267164 -0.206989
H: -1.665001 1.267586 -0.008470
H: -2.362367 -0.704980 0.148272

Cartesian forces (eV/Å) of the 3 atoms listed first:
O 0.671 -2.452 0.587
C -0.370 1.498 -0.858
P -0.865 0.368 -1.021

Here are the Mulliken charges for atoms 1 to 4, given in e:
1 O -0.43
2 C 0.22
3 P -0.05
4 C 0.82